Formula: C42H105N7O18STi
Source: OMol25
Level of theory: ωB97M-V with the def2-TZVPD basis set

```
174
Properties=species:S:1:pos:R:3
Ti -2.5961 1.6404 -0.9437
S -1.5238 -0.5960 0.2963
O -0.8911 0.7156 0.1161
O -0.5135 -1.6641 0.2286
O -2.1492 -0.7241 1.6072
O -2.4636 -0.7681 -0.7920
C 1.5998 -1.1648 -1.7519
O 1.8610 -2.5566 -2.0868
C 3.2359 -2.7916 -2.3487
C 4.0197 -2.9161 -1.0657
N 3.6765 -4.0439 -0.2687
C 4.3021 -3.9403 1.0845
C 5.8418 -3.8324 1.0285
O 6.4494 -4.6715 2.0913
C 7.8278 -4.6399 1.9561
H 1.7650 -0.6075 -2.6739
H 2.1592 -0.7866 -0.8962
H 0.5217 -1.0610 -1.6289
H 3.7178 -2.0326 -2.9651
H 3.3531 -3.7409 -2.8715
H 3.8758 -2.0062 -0.4830
H 5.0725 -2.8649 -1.3433
H 2.6795 -4.1324 -0.1339
H 3.8861 -4.8054 1.6008
H 3.8648 -3.1005 1.6246
H 6.0375 -2.7710 1.1812
H 6.2493 -4.1864 0.0816
H 8.0813 -3.5923 2.1188
H 8.1924 -5.0606 1.0190
H 8.2523 -5.1995 2.7896
C -1.7592 7.9105 -2.7665
O -1.8761 6.6804 -2.0718
C -3.2180 6.3256 -1.6860
C -3.2827 4.9275 -1.0111
N -2.5102 3.9656 -1.7867
C -2.9580 3.6628 -3.1214
C -2.1791 2.5382 -3.8035
O -2.6225 1.2743 -3.3057
C -1.9274 0.2375 -3.9678
H -2.3865 7.8076 -3.6520
H -0.7172 8.0196 -3.0672
H -1.9565 8.8257 -2.2082
H -3.9505 6.2825 -2.4921
H -3.5700 7.0891 -0.9923
H -4.3112 4.5990 -0.8612
H -2.8466 4.9160 -0.0122
H -1.7211 4.5902 -1.8730
H -2.9146 4.5349 -3.7739
H -4.0220 3.4626 -2.9946
H -1.1182 2.7823 -3.7482
H -2.3950 2.5391 -4.8719
H -0.8898 0.3921 -3.6718
H -2.0343 0.0959 -5.0432
H -2.2057 -0.7163 -3.5195
C -4.3506 -2.7812 2.6111
O -3.1055 -3.3370 2.9775
C -3.2907 -4.5189 3.8619
C -1.9738 -5.2097 4.1788
N -0.9478 -4.1871 4.5177
C -1.1560 -3.6492 5.8944
C -1.8282 -2.2856 5.8026
O -1.4469 -1.4938 4.6815
C -2.2138 -0.3542 4.6566
H -4.1952 -1.9130 1.9707
H -4.9257 -2.5609 3.5104
H -4.8438 -3.3975 1.8595
H -3.8798 -5.2433 3.2995
H -3.8104 -4.3850 4.8106
H -1.6640 -5.8457 3.3495
H -2.0592 -5.8877 5.0281
H -0.0961 -4.7290 4.4866
H -0.1387 -3.4790 6.2470
H -1.7351 -4.2911 6.5582
H -1.5123 -1.7767 6.7133
H -2.9130 -2.3712 5.8659
H -2.0991 0.2417 5.5620
H -3.2687 -0.6134 4.5664
H -1.9505 0.2307 3.7752
C 5.4352 -2.1919 4.6564
O 4.1016 -2.1841 4.2613
C 3.1684 -1.5901 5.1871
C 1.6816 -1.6826 4.6916
N 1.4489 -1.3038 3.3067
C 1.6915 0.1182 3.1133
C 2.3585 0.3480 1.7686
O 3.5372 -0.4435 1.5774
C 4.7878 0.1226 2.0196
H 6.1133 -2.4923 3.8577
H 5.5549 -2.8957 5.4800
H 5.7048 -1.1942 5.0029
H 3.4650 -0.5764 5.4565
H 3.1360 -2.2569 6.0488
H 1.1327 -0.9894 5.3291
H 1.3838 -2.7160 4.8695
H 2.2171 -1.7477 2.8240
H 2.2256 0.6999 3.8646
H 0.7651 0.6925 3.1118
H 2.5963 1.4102 1.7111
H 1.6050 0.1798 0.9992
H 4.8305 0.0002 3.1019
H 4.9718 1.1699 1.7798
H 5.6143 -0.4679 1.6241
C -5.4132 0.2805 -2.1540
O -5.2225 1.2396 -1.0706
C -5.4391 0.6499 0.2461
C -4.9910 1.5948 1.4073
N -3.5748 1.8917 1.2890
C -3.1733 2.8425 2.3085
C -1.6908 3.1032 2.1826
O -1.3091 4.0824 3.1080
C 0.0015 4.5414 2.9657
H -4.6273 -0.4715 -2.0833
H -5.3272 0.9049 -3.0433
H -6.3823 -0.2147 -2.2140
H -4.9693 -0.3258 0.3705
H -6.5054 0.4245 0.2676
H -5.3185 1.1725 2.3573
H -5.4876 2.5630 1.3442
H -3.1393 1.0229 1.5642
H -3.4212 2.4237 3.2838
H -3.6958 3.7955 2.2253
H -1.4183 3.4142 1.1741
H -1.1492 2.1903 2.4301
H 0.7520 3.7597 3.0827
H 0.1944 5.2925 3.7317
H 0.0733 4.9331 1.9511
C 6.5234 8.1001 -6.8216
O 6.1248 6.7290 -6.7164
C 5.1628 6.5377 -5.6697
C 4.6496 5.0151 -5.6738
N 3.4627 4.8257 -4.8137
C 3.5456 5.0619 -3.4162
C 2.3788 4.3651 -2.7621
O 2.5851 4.3692 -1.3848
C 1.6145 3.5673 -0.7590
H 7.2271 8.1351 -7.6533
H 6.9351 8.5954 -5.9422
H 5.6737 8.7442 -7.0476
H 4.3909 7.3073 -5.6587
H 5.6420 6.7369 -4.7112
H 5.4036 4.3109 -5.3221
H 4.4293 4.6225 -6.6665
H 2.6272 5.1145 -5.3022
H 3.4491 6.1272 -3.2069
H 4.5334 4.7584 -3.0695
H 2.3331 3.3201 -3.0686
H 1.3623 4.7108 -2.9504
H 1.6752 3.7006 0.3211
H 1.7402 2.4991 -0.9356
H 0.5704 3.7568 -1.0079
C 0.6249 -5.7411 -3.3246
O -0.3204 -4.7127 -2.9913
C -1.6049 -4.8822 -3.5481
C -2.5318 -3.6255 -3.2875
N -2.6351 -3.2572 -1.8568
C -3.4798 -4.1068 -1.0370
C -5.0019 -4.0450 -1.3514
O -5.8914 -4.4936 -0.3627
C -5.7019 -5.8311 0.0534
H 0.4896 -6.6977 -2.8199
H 1.5262 -5.2824 -2.9181
H 0.6542 -5.8590 -4.4078
H -2.1593 -5.7393 -3.1660
H -1.5316 -5.0176 -4.6272
H -3.5305 -3.7586 -3.7034
H -2.0207 -2.8504 -3.8586
H -2.7258 -2.2890 -1.5838
H -3.3644 -3.6412 -0.0582
H -3.1253 -5.1327 -1.1361
H -5.1680 -4.6412 -2.2487
H -5.2981 -3.0242 -1.5929
H -6.4494 -5.9588 0.8363
H -4.7504 -6.0142 0.5527
H -5.9440 -6.5319 -0.7456
```

Output
LUMO level (alpha / beta) = 1.85 / 1.79 eV
spin multiplicity = 4
gap between HOMO and LUMO (alpha / beta) = 2.808 / 6.277 eV
expectation value of S² = 3.7526
charge = -1


Formula: C26H36Br2N6OSi2W
Source: OMol25
Level of theory: ωB97M-V with the def2-TZVPD basis set

```
74
Properties=species:S:1:pos:R:3
W 0.1913 0.2625 0.2947
C -2.5704 1.5690 -1.8187
Si -1.9211 2.6427 -0.4108
C -3.1550 2.6267 0.9818
C -2.1683 4.4235 -0.9605
C -0.0831 2.4072 0.0039
C 0.7293 2.4732 -1.2243
C 1.0705 3.6472 -1.9166
C 1.8208 3.5100 -3.0588
C 2.3440 2.2851 -3.4999
C 1.9656 1.1955 -2.7756
N 1.1098 1.2719 -1.7124
Si 0.7921 2.9782 1.5744
C -0.1026 2.9165 3.2379
C 0.8344 4.8564 1.4103
C 2.6102 2.5353 1.8234
H -3.4630 2.0503 -2.2252
H -2.8184 0.5433 -1.4858
H -1.8516 1.4822 -2.6404
H -4.1907 2.6073 0.6163
H -3.0206 3.4781 1.6389
H -2.9952 1.7294 1.5920
H -3.2320 4.6012 -1.0753
H -1.6886 4.6447 -1.9101
H -1.8123 5.1270 -0.2078
H 0.7126 4.6267 -1.6083
H 2.0279 4.4206 -3.6342
H 2.9458 2.1693 -4.4023
H 2.3171 0.2185 -3.0370
H -0.9647 3.5662 3.2513
H 0.5557 3.2413 4.0454
H -0.4351 1.8965 3.4601
H -0.1516 5.2569 1.2580
H 1.4716 5.1856 0.5880
H 1.2458 5.2808 2.3334
H 2.7378 1.8534 2.6809
H 3.0802 3.4818 2.0496
H 3.1222 2.1027 0.9737
Br -1.2707 -2.8551 -3.8276
C 0.4007 -2.9346 -2.9935
C 1.4972 -3.6829 -3.3754
C 2.6536 -3.6112 -2.6395
Br 4.1055 -4.5604 -3.3694
C 2.7936 -2.7801 -1.4743
C 3.8550 -2.8296 -0.5473
C 3.7982 -1.9774 0.5718
C 2.7701 -1.0983 0.7752
N 1.7295 -1.0189 -0.1128
C 1.7134 -1.8938 -1.1735
C 0.4838 -2.0362 -1.9054
O -0.6224 -1.4796 -1.5304
H 1.4182 -4.3402 -4.2729
H 4.6399 -3.5758 -0.7101
H 4.5584 -2.0104 1.3670
H 2.6984 -0.4489 1.6453
C -2.2735 -4.6486 0.1791
C -2.0526 -4.6737 1.7048
C -0.6363 -5.2183 2.0694
C -2.5377 -3.4507 2.4922
N -1.9163 -2.1822 1.9806
C -2.4346 -1.2343 1.1670
N -1.5332 -0.3028 0.8178
N -0.3279 -0.6936 1.8159
N -0.6396 -1.7788 2.4123
H -2.1111 -5.6566 -0.2074
H -1.5738 -3.9657 -0.3082
H -3.3036 -4.3725 -0.0378
H -2.7352 -5.4570 2.0927
H 0.1712 -4.4829 1.9408
H -0.4268 -6.0875 1.4302
H -0.6355 -5.5720 3.1061
H -2.2501 -3.5761 3.5579
H -3.6330 -3.3643 2.3866
H -3.4331 -1.3136 0.7628
```

Output
LUMO level (alpha / beta) = -8.02 / -8.42 eV
spin multiplicity = 3
gap between HOMO and LUMO (alpha / beta) = 4.796 / 4.349 eV
expectation value of S² = 2.0244
charge = +2


Formula: C5H15NO
Source: OMol25
Level of theory: ωB97M-V with the def2-TZVPD basis set

```
22
Properties=species:S:1:pos:R:3
C 1.3499 1.0205 0.5097
C 0.2703 0.2152 -0.2472
C 0.4669 0.3163 -1.7951
N 0.2616 -1.2506 0.1714
C -1.0455 -1.6023 0.7354
C 1.3552 -1.6573 1.0430
H 1.6482 1.9729 0.0018
H 2.2976 0.4855 0.3675
H 1.1140 1.1483 1.5722
H -0.8040 0.4371 -0.0426
H -0.3731 0.7681 -2.3170
H 1.4592 0.7442 -2.0492
H 0.5711 -0.6554 -2.2855
H -1.7767 -1.7949 -0.0405
H -0.9956 -2.4918 1.3590
H -1.4412 -0.8154 1.4001
H 1.2884 -2.7370 1.1719
H 1.3131 -1.2265 2.0726
H 2.2786 -1.4874 0.5184
O -2.3365 2.4613 -0.3462
H -1.3695 2.3913 -0.3267
H -2.4580 2.8151 -1.2371
```

Output
LUMO level = 0.84 eV
spin multiplicity = 1
ΔE to the lowest compared entry with this formula, charge and spin = 39.7 kcal per mole
SMILES = CC(C)N(C)C.O
gap between HOMO and LUMO = 9.091 eV